# 1
The following is a quantum chemistry calculation of a molecular structure, C46H50KN13O7S at a distorted geometry, from OMol25.

Computed properties:
Kohn-Sham gap   5.2 eV
2S+1   1
Charge   -2
Lowest unoccupied orbital energy   3.785 eV

```
118
Properties=species:S:1:pos:R:3:forces:R:3:lowdin_charge:R:1
K -0.782 -0.200 0.290 1.9053 -0.4208 -0.7789 0.71
N 0.540 2.757 1.855 -0.3086 0.3269 -0.1787 0.19
C -0.660 3.154 1.425 0.2492 0.4136 0.6404 -0.46
N -1.198 4.249 1.985 -0.2050 0.2679 0.0162 0.17
C -2.378 4.586 1.471 0.3958 -0.0294 0.0910 -0.48
N -2.984 5.715 2.005 -0.0819 0.0341 0.1302 0.10
N -3.018 3.965 0.501 -0.2220 -0.1527 -0.3130 0.16
C -2.400 2.853 0.044 0.8234 0.7695 1.3421 -0.30
N -1.257 2.387 0.517 -1.1269 -0.2711 -0.2402 0.10
C -3.171 2.030 -0.880 -0.9249 -0.2674 -0.7681 -0.20
C -4.386 2.518 -1.379 0.2543 0.0770 0.0718 -0.01
C -5.161 1.702 -2.173 -0.0242 -0.2232 -0.0936 -0.08
C -4.720 0.410 -2.428 -0.0039 0.1732 0.0250 -0.07
C -3.504 0.017 -1.884 -0.4570 -0.3774 -0.4118 -0.16
N -2.746 0.801 -1.151 0.1459 0.5766 0.1841 0.08
H 1.045 3.336 2.499 -0.0016 -0.0139 -0.0114 0.11
H 1.009 2.072 1.281 0.2915 -0.0584 -0.0177 0.05
H -2.699 5.906 2.955 -0.0018 -0.0259 -0.1449 0.07
H -3.981 5.736 1.849 0.1020 -0.0256 0.0026 0.07
H -4.684 3.522 -1.122 0.0054 0.0482 0.0060 0.10
H -6.104 2.057 -2.579 0.0765 -0.0174 0.0304 0.09
H -5.305 -0.267 -3.032 0.0146 -0.1255 -0.0245 0.09
H -3.133 -0.988 -2.026 0.0672 -0.1874 -0.0915 0.10
C 6.078 -4.644 -1.422 -0.1290 -0.1831 -0.3139 -0.08
O 6.434 -4.063 -0.186 -0.1560 -0.0105 0.8025 -0.12
C 5.831 -4.641 0.933 0.0787 0.0276 -0.1643 -0.22
C 6.266 -5.850 1.444 0.0590 0.2122 -0.1464 -0.03
C 5.698 -6.372 2.596 0.0074 -0.1947 0.0624 -0.12
C 4.667 -5.686 3.216 0.0597 -0.0363 -0.0089 -0.10
C 4.208 -4.487 2.704 -0.0420 -0.0409 -0.0330 -0.01
C 4.786 -3.935 1.559 0.1800 -0.3430 0.0655 -0.17
N 4.395 -2.746 1.008 0.0519 0.4730 -0.3780 0.16
C 3.207 -2.016 1.298 0.2048 -0.2810 -0.8560 -0.36
N 3.147 -1.588 2.560 0.5199 -0.1261 0.7402 0.14
C 2.147 -0.845 3.243 -0.5480 0.1469 -0.1868 -0.22
C 1.030 -0.358 2.561 0.2815 0.0647 0.4867 -0.08
C 0.126 0.322 3.405 0.2827 -0.3790 0.0748 -0.19
C 0.334 0.509 4.757 -0.3251 0.1276 0.0966 -0.12
C 1.482 0.024 5.378 0.1577 -0.0014 0.3063 -0.08
C 2.401 -0.667 4.616 0.2416 -0.1382 0.0681 -0.22
O 3.596 -1.214 5.142 -0.5581 0.1208 -0.6882 -0.13
C 3.834 -1.043 6.504 0.0836 0.0207 0.2872 -0.14
N 2.383 -1.736 0.360 -0.4204 0.2408 0.4328 0.16
C 2.542 -2.226 -0.920 0.2169 -0.4323 -0.2845 -0.20
C 2.933 -1.337 -1.926 0.0666 -0.0703 0.1383 0.01
C 3.229 -1.764 -3.202 0.0922 -0.0019 -0.2296 -0.10
C 3.102 -3.102 -3.534 -0.0643 -0.0909 -0.0227 -0.13
C 2.605 -3.982 -2.589 0.0314 -0.0775 0.0351 -0.05
C 2.325 -3.572 -1.291 -0.1038 -0.1003 0.1084 -0.23
O 1.921 -4.566 -0.435 0.5072 0.2734 -0.3192 -0.10
C 0.847 -4.292 0.456 -0.3244 0.0909 0.3365 -0.05
H 6.481 -3.986 -2.193 -0.0394 -0.0814 -0.0166 0.09
H 4.992 -4.711 -1.543 0.0738 0.0295 0.0340 0.08
H 6.515 -5.644 -1.531 -0.0331 0.0405 0.0013 0.08
H 7.062 -6.377 0.936 0.0941 0.0093 -0.0490 0.11
H 6.053 -7.311 2.997 0.0140 -0.0444 0.0108 0.09
H 4.208 -6.090 4.108 -0.0491 -0.0159 0.0366 0.10
H 3.379 -3.982 3.171 -0.0595 0.0765 0.0843 0.11
H 4.727 -2.603 0.062 -0.0562 -0.0132 0.1418 0.14
H 3.952 -1.790 3.134 0.0368 -0.0291 -0.2287 0.13
H -0.779 0.718 2.964 -0.2334 0.1427 0.0905 0.05
H -0.395 1.040 5.363 -0.0231 0.0274 0.0017 0.08
H 1.630 0.192 6.438 0.0457 -0.0338 -0.0349 0.08
H 4.771 -1.561 6.721 -0.0576 0.0515 0.0060 0.08
H 3.039 -1.481 7.123 0.0371 0.0578 -0.0745 0.09
H 3.944 0.017 6.773 -0.0511 -0.0752 -0.0216 0.09
H 3.053 -0.303 -1.652 -0.0021 0.1979 0.0888 0.10
H 3.568 -1.048 -3.938 0.0413 0.0441 -0.0380 0.09
H 3.362 -3.453 -4.522 -0.0199 -0.0297 -0.0271 0.08
H 2.440 -5.025 -2.827 0.0241 -0.0866 0.0177 0.11
H 0.253 -5.209 0.491 -0.0226 0.1154 0.0614 0.09
H 0.214 -3.469 0.121 0.0250 -0.1006 -0.0386 0.08
H 1.221 -4.063 1.457 -0.0135 0.0082 -0.0408 0.08
C 3.868 3.285 -1.421 -0.1522 -0.3631 0.1549 -0.03
C 2.438 2.915 -1.078 0.7562 -0.6920 0.3610 -0.32
N 2.148 1.897 -0.354 -0.3794 -0.5094 0.3518 0.01
O 3.217 1.128 0.154 0.3372 0.4113 -0.2998 -0.11
C 1.360 3.745 -1.546 -0.2866 1.2295 -0.7815 -0.33
C 1.682 5.088 -2.176 -0.3665 -0.3207 0.1886 -0.08
N 0.137 3.331 -1.363 -0.0084 -0.4285 -0.1728 -0.09
O -0.877 4.019 -1.715 0.2454 0.3387 -0.1907 -0.17
H 4.450 2.372 -1.538 0.0822 -0.0118 0.0537 0.06
H 4.316 3.859 -0.610 0.0451 0.0385 0.0504 0.08
H 3.933 3.871 -2.333 -0.0867 0.0406 -0.0222 0.06
H 2.730 0.414 0.611 -0.0371 0.1089 -0.0967 0.04
H 2.359 5.662 -1.541 0.1094 0.1518 -0.0528 0.06
H 0.737 5.623 -2.273 0.0087 0.0245 -0.0047 0.05
H 2.126 4.994 -3.171 0.0582 0.0766 -0.0705 0.06
C -4.503 -0.687 2.992 0.1872 0.0999 -0.2060 -0.02
C -3.528 -1.284 1.969 -0.4498 0.3710 0.5348 -0.39
O -2.682 -0.533 1.513 -1.1575 -0.1708 0.7509 -0.11
C -3.660 -2.685 1.633 0.2962 -0.2388 -0.3524 -0.10
C -4.575 -3.504 2.309 -0.0842 -0.0146 0.0665 -0.08
C -4.736 -4.837 2.020 -0.3638 -0.1312 0.3707 -0.15
C -3.970 -5.405 0.995 0.0492 -0.0885 -0.0773 -0.14
C -3.066 -4.653 0.310 0.1001 -0.2158 -0.1948 -0.04
C -2.819 -3.259 0.595 -0.2075 -0.1374 0.1578 -0.40
O -1.941 -2.637 -0.035 0.2766 0.2210 -0.3476 -0.11
H -4.416 0.397 2.942 0.0501 -0.0214 -0.0174 0.08
H -4.209 -1.012 3.989 -0.0407 -0.0577 0.1639 0.08
H -5.534 -0.977 2.812 -0.1111 -0.0567 0.0103 0.06
H -5.174 -3.080 3.105 -0.0034 0.0293 0.0011 0.09
H -5.440 -5.444 2.579 -0.0042 0.0542 -0.0040 0.07
H -4.098 -6.456 0.748 0.0153 0.0363 -0.0064 0.09
H -2.479 -5.099 -0.484 0.0853 0.0738 -0.0355 0.10
C -0.215 -3.300 -5.192 -0.2431 -0.3569 0.1197 -0.04
N 0.554 -2.174 -5.627 0.3167 0.7077 0.0869 -0.13
C 1.770 -2.226 -6.259 0.4180 0.2431 -0.3131 -0.11
C 2.271 -0.974 -6.307 0.1574 -0.3097 -0.3314 -0.12
N 1.347 -0.144 -5.713 -0.1028 -0.5028 0.1650 0.07
C 0.272 -0.876 -5.288 -0.2089 0.0067 -0.2848 -0.85
S -1.136 -0.316 -4.656 -0.5150 0.4040 0.4759 0.63
H -0.507 -3.922 -6.040 -0.0268 0.0331 -0.0078 0.09
H -1.101 -2.910 -4.693 0.0019 -0.0779 -0.0299 0.05
H 0.366 -3.892 -4.483 -0.0194 -0.0029 0.0273 0.08
H 2.165 -3.149 -6.628 0.1543 -0.1308 -0.0605 0.11
H 3.182 -0.607 -6.734 0.1471 0.0095 -0.0184 0.11
H 1.478 0.820 -5.466 -0.1987 0.0570 0.0070 0.15
```
Positions in Å, forces in eV/Å.

---

# 2
The following is a quantum chemistry calculation of a molecular structure, C46H50N11O2V at a distorted geometry, from OMol25.

Computed properties:
Kohn-Sham gap (spin up / spin down)   6.8 / 7.7 eV
2S+1   3
Charge   +2
Lowest unoccupied orbital energy (spin up / spin down)   -5.725 / -4.790 eV

```
110
Properties=species:S:1:pos:R:3:forces:R:3:lowdin_spin:R:1
V -0.353 0.106 -0.255 1.4845 0.5395 2.0359 2.07
C 0.599 0.063 4.242 -0.2108 -0.1317 -0.1241 0.00
C 0.795 0.544 2.830 0.7362 0.3163 1.0095 0.00
O 0.066 0.176 1.906 -0.4264 -0.3620 -1.1878 0.01
N 1.792 1.421 2.662 -0.1249 0.0003 -0.0845 0.00
C 2.109 2.036 1.385 0.0757 -0.1864 -0.3024 0.00
C 3.052 1.194 0.560 0.1607 0.2814 0.1769 0.00
C 4.431 1.298 0.705 -0.2373 -0.0442 -0.1364 0.00
C 5.246 0.501 -0.082 -0.1931 -0.0785 0.0030 0.00
C 4.646 -0.373 -0.973 -0.0761 0.1199 0.0465 0.00
C 3.261 -0.405 -1.051 0.1973 -0.1900 -0.2318 0.00
N 2.469 0.357 -0.300 -0.4898 0.0575 0.1791 0.01
H -0.145 -0.727 4.272 0.0102 -0.0025 -0.0458 0.00
H 0.252 0.884 4.867 0.0166 0.0530 0.0143 0.00
H 1.533 -0.312 4.655 0.0726 0.0073 0.0258 0.00
H 2.392 1.633 3.446 -0.1718 -0.0448 0.0127 0.00
H 2.526 3.028 1.566 -0.1248 -0.0485 -0.0124 0.00
H 1.181 2.120 0.805 0.2762 0.2064 0.2127 0.00
H 4.859 2.001 1.403 0.0043 0.1035 0.0870 0.00
H 6.320 0.567 -0.001 0.0988 -0.0170 -0.0033 0.00
H 5.240 -1.010 -1.607 0.0121 -0.0835 -0.1009 0.00
H 2.767 -1.065 -1.752 0.0359 -0.0125 0.0037 0.00
C -3.015 -4.388 1.116 -0.2247 -0.8846 0.4676 0.00
N -2.656 -3.158 0.463 0.7707 0.9912 0.1580 0.01
C -1.830 -2.186 0.857 -0.2314 -0.3798 0.1773 0.01
N -1.782 -1.246 -0.080 -0.7793 -0.8104 0.5603 0.00
C -2.614 -1.710 -1.048 -0.2889 -0.2531 -0.0104 0.01
N -3.153 -2.854 -0.730 -0.6051 -0.0738 -0.9326 0.00
C -3.659 -4.192 2.470 0.0367 0.0483 0.0656 0.00
C -3.691 -5.251 3.373 -0.0183 0.1453 -0.0896 0.00
C -4.322 -5.109 4.600 0.0385 -0.0497 -0.0768 0.00
C -4.903 -3.906 4.953 -0.0559 0.2529 -0.1374 0.00
C -4.864 -2.842 4.057 0.2497 -0.3625 -0.3128 0.00
C -4.254 -2.992 2.812 -0.0619 -0.0420 0.1532 0.00
C -5.406 -1.556 4.423 -0.3591 0.5249 0.6788 0.00
N -5.898 -1.177 5.564 0.5091 -1.8533 -0.1976 0.00
N -6.179 0.121 5.470 -0.3163 1.9047 -0.5423 0.00
C -5.854 0.507 4.272 -0.1333 -0.5404 0.8133 0.00
O -5.353 -0.525 3.545 0.0213 -0.0377 0.0087 0.00
C -5.870 1.824 3.684 0.1609 0.2847 -0.5023 0.00
C -6.203 2.962 4.418 0.0454 -0.1667 -0.0840 0.00
C -6.109 4.205 3.819 -0.0193 -0.0042 0.0602 0.00
C -5.680 4.326 2.506 -0.0277 -0.1555 -0.1310 0.00
C -5.370 3.192 1.769 -0.1036 0.0223 0.0403 0.00
C -4.862 3.286 0.351 -0.7272 0.3339 0.4234 0.00
N -3.507 2.790 0.320 0.7213 -1.0248 -0.6512 0.00
C -3.027 1.594 -0.027 -0.1778 0.2536 -0.0660 0.01
N -1.712 1.566 0.190 -0.5514 0.3772 0.2141 0.01
C -1.455 2.799 0.700 -0.3057 0.2106 0.0337 0.01
N -2.520 3.544 0.784 0.4881 0.8698 0.4077 0.00
C -5.466 1.945 2.358 -0.1575 0.1924 0.1960 0.00
H -2.120 -5.013 1.219 -0.1328 0.0669 -0.1055 0.00
H -3.713 -4.891 0.441 0.2005 0.0771 0.0023 0.00
H -1.297 -2.170 1.789 0.0627 -0.0339 0.1496 0.00
H -2.803 -1.205 -1.976 0.0190 0.0432 -0.1333 0.00
H -3.229 -6.190 3.114 0.0774 -0.1817 -0.0339 0.00
H -4.356 -5.942 5.283 0.0194 -0.0888 0.0810 0.00
H -5.382 -3.764 5.908 -0.0536 -0.0413 0.1466 0.00
H -4.255 -2.159 2.125 -0.0301 0.0674 -0.0371 0.00
H -6.513 2.853 5.445 -0.0438 0.0169 0.1156 0.00
H -6.354 5.092 4.381 -0.0415 0.0683 0.0751 0.00
H -5.590 5.297 2.049 0.0034 0.2037 -0.0375 0.00
H -4.843 4.331 0.037 0.0432 -0.1974 -0.1685 0.00
H -5.475 2.695 -0.330 0.1398 0.0395 -0.0586 0.00
H -3.622 0.805 -0.449 -0.0858 -0.0853 -0.0001 0.00
H -0.490 3.169 0.986 0.1053 -0.0185 0.0475 0.00
H -5.228 1.054 1.794 0.0282 -0.1040 -0.0509 0.00
C 0.466 -3.913 -5.143 0.0271 -0.0092 -0.1003 0.00
C 0.468 -3.340 -3.764 0.0170 0.0659 0.3097 0.00
C 0.781 -4.118 -2.660 -0.0382 0.2524 0.0416 -0.02
C 0.835 -3.559 -1.387 0.0415 0.0056 0.0979 0.00
C 1.155 -4.410 -0.196 0.0667 0.0490 -0.0014 0.00
C 0.594 -2.202 -1.239 -0.1107 0.3108 -0.4918 -0.02
C 0.199 -1.387 -2.325 0.4746 -1.6038 -0.1136 0.01
C 0.157 -1.996 -3.585 -0.1562 0.0796 0.1819 -0.02
N -0.156 -0.082 -2.011 -0.1327 0.3409 -1.5055 -0.12
C -0.224 0.925 -3.060 0.0476 0.7924 -0.5162 0.00
C -0.381 2.307 -2.398 -0.1265 0.0656 -0.2863 0.00
C -0.411 3.433 -3.438 0.0537 0.2050 0.0838 0.00
C 0.866 3.422 -4.271 -0.0794 -0.0677 0.0109 0.00
C 0.992 2.061 -4.952 0.2507 0.0481 -0.0862 0.00
C -0.219 1.808 -5.852 0.0534 0.0017 0.1135 0.00
C -1.499 1.854 -5.016 -0.2331 0.0185 -0.2041 0.00
C -1.616 3.226 -4.355 0.0588 -0.0937 0.0433 0.00
C -1.476 0.757 -3.949 0.1857 0.0398 -0.0374 -0.01
C 1.077 0.964 -3.888 -0.0944 0.0211 -0.0429 0.00
H 0.617 -4.988 -5.117 -0.0172 -0.0604 -0.0829 0.00
H 1.272 -3.466 -5.727 -0.0038 -0.0517 -0.0708 0.00
H -0.472 -3.698 -5.656 -0.0052 -0.0424 -0.0318 0.00
H 1.006 -5.165 -2.795 0.0036 -0.1527 0.0362 0.00
H 1.380 -5.427 -0.503 0.0372 -0.0888 0.0565 0.00
H 0.310 -4.445 0.495 -0.0093 -0.0176 0.0633 0.00
H 2.014 -4.014 0.344 0.0612 -0.0224 0.1068 0.00
H 0.752 -1.745 -0.252 0.1876 -0.3476 0.0011 0.00
H -0.131 -1.459 -4.469 0.0081 0.1736 -0.0307 0.00
H 0.437 2.470 -1.682 0.0054 0.0173 0.0714 0.00
H -1.340 2.336 -1.883 0.1740 0.0285 0.0273 0.00
H -0.509 4.391 -2.913 0.0247 -0.1049 -0.0330 0.00
H 1.733 3.607 -3.633 0.0899 0.0259 -0.0019 0.00
H 0.828 4.216 -5.018 0.0364 0.0569 -0.0155 0.00
H 1.905 2.039 -5.555 -0.0594 -0.0308 0.0574 0.00
H -0.120 0.841 -6.351 -0.0113 -0.0439 -0.0474 0.00
H -0.262 2.574 -6.627 -0.0223 -0.0171 -0.0657 0.00
H -2.360 1.683 -5.669 0.0167 0.0186 0.0502 0.00
H -2.548 3.295 -3.788 -0.0381 0.0381 0.0068 0.00
H -1.631 4.000 -5.122 -0.0720 0.0817 0.0033 0.00
H -1.516 -0.213 -4.436 -0.0330 -0.0575 0.0335 0.00
H -2.362 0.840 -3.309 -0.0515 -0.0183 0.0080 0.00
H 1.911 1.162 -3.207 0.0272 0.0032 0.0318 0.00
H 1.278 0.012 -4.375 0.0110 0.0010 0.0350 0.00
```
Positions in Å, forces in eV/Å.

---

Values of energy, in order: -4019.49592 -3479.34611, all in Ha.
Values of energy above the lowest of the compared OMol25 structures with the same formula, charge and spin, in order: 2.721 0.596, all in eV.